No. 1
{"formula": "C11H22N6O5S2Sr", "method": "ωB97M-V/def2-TZVPD", "charge": 0, "homo_energy_ev": [-5.2, -5.2], "symbols": ["O", "H", "Sr", "N", "N", "O", "O", "C", "C", "C", "C", "H", "H", "H", "H", "H", "H", "H", "H", "O", "H", "H", "C", "H", "H", "H", "O", "H", "H", "N", "C", "N", "C", "C", "S", "C", "C", "S", "C", "N", "N", "H", "H", "H", "H", "H", "H"], "coordinates": [[1.20670, -3.30768, -2.02773], [0.23230, -3.54331, -2.07253], [-0.02882, -0.29812, -0.01473], [0.09993, 1.96774, -1.00595], [-1.80770, 1.49638, 0.71842], [1.22561, 2.32170, -1.82150], [-3.02928, 1.19174, 1.37572], [-0.82298, 2.91407, -0.87344], [-1.89990, 2.64206, 0.04332], [-0.72973, 4.19166, -1.58442], [-3.03744, 3.54310, 0.20663], [-0.01532, 4.11526, -2.41492], [-0.40660, 4.99519, -0.91286], [-1.70150, 4.51094, -1.97666], [-3.59733, 3.29098, 1.11620], [-3.72827, 3.52808, -0.64683], [-2.68667, 4.57913, 0.27724], [1.54248, 1.49084, -2.25221], [-2.90343, 0.32627, 1.82063], [0.69318, 1.37549, 2.08056], [1.42023, 1.99963, 1.73401], [-0.09482, 2.01806, 2.01852], [-1.96017, -1.11729, -1.63984], [-1.51218, -1.86683, -2.34676], [-1.92735, -0.01815, -1.93280], [-2.39677, -1.47054, -0.67045], [2.28068, -0.59473, -3.29856], [2.35580, -1.59448, -3.42300], [1.36373, -0.44749, -3.44144], [3.84964, 0.25453, -0.68945], [3.46405, -0.82619, 0.02497], [2.26671, -0.97817, 0.56066], [2.09072, -2.22378, 1.19906], [3.27960, -2.94453, 1.21084], [4.52103, -2.16567, 0.31445], [0.81994, -2.68464, 1.78620], [0.69334, -3.81592, 2.57190], [-0.92650, -4.08363, 3.12810], [-1.41885, -2.68153, 2.22574], [-0.44310, -2.03965, 1.63736], [-2.74401, -2.26877, 2.26004], [4.76816, 0.34045, -1.10568], [3.20987, 1.01604, -0.79636], [3.40390, -3.88990, 1.71921], [1.51836, -4.45804, 2.83878], [-3.39843, -2.93656, 2.67787], [-3.08878, -1.85377, 1.40163]]}

No. 2
{"formula": "C11H22O2", "method": "ωB97M-V/def2-TZVPD", "charge": 0, "homo_energy_ev": -9.8, "symbols": ["C", "C", "C", "C", "C", "C", "C", "C", "C", "C", "C", "O", "O", "H", "H", "H", "H", "H", "H", "H", "H", "H", "H", "H", "H", "H", "H", "H", "H", "H", "H", "H", "H", "H", "H"], "coordinates": [[-4.24417, -2.39802, -0.47731], [-3.85285, -1.25008, 0.38296], [-2.65739, -0.31594, -0.10994], [-2.46041, 0.71422, 0.84575], [-1.36720, 1.48526, 0.23107], [-0.07996, 0.89657, 0.42500], [0.99729, 1.82418, 0.13954], [2.45608, 1.33994, -0.08968], [2.65505, 0.30378, -1.15539], [4.14313, -0.38307, -0.96595], [4.15588, -1.03008, 0.27305], [3.27462, -1.90527, 0.53717], [5.41516, -1.26045, 0.76326], [5.47616, -1.58516, 1.67794], [4.86712, 0.41425, -1.02727], [4.22983, -0.99496, -1.70589], [2.01234, -0.68711, -0.91871], [2.55268, 0.69394, -1.95749], [2.71877, 0.95588, 0.94497], [3.20074, 2.15190, 0.05259], [0.85537, 2.31598, -1.12938], [0.94568, 2.90736, 0.80205], [-0.04870, 0.25952, -0.26573], [0.12503, 0.63775, 1.54251], [-1.62981, 2.18669, -0.86539], [-1.26288, 2.56115, 1.02648], [-2.23931, 0.15737, 1.84964], [-3.38638, 1.50554, 0.96643], [-2.02311, -1.09130, -0.05412], [-2.99512, -0.04261, -1.00529], [-3.78874, -1.52164, 1.33503], [-4.92239, -0.62744, 0.33253], [-5.12505, -2.92891, -0.20077], [-3.46206, -3.19486, -0.63916], [-4.53538, -2.09437, -1.56049]]}

No. 3
{"formula": "C11H23AuINO2P2", "method": "ωB97M-V/def2-TZVPD", "charge": 2, "homo_energy_ev": [-14.1, -15.4], "spin_multiplicity": 3, "symbols": ["Au", "P", "C", "C", "N", "C", "C", "C", "C", "C", "P", "H", "H", "H", "H", "H", "H", "H", "H", "O", "H", "H", "O", "H", "C", "H", "H", "H", "C", "H", "H", "H", "C", "H", "H", "H", "C", "H", "H", "H", "I"], "coordinates": [[-0.22374, 0.25115, 1.32734], [1.76286, -0.83459, 1.33043], [2.13228, -1.15746, -0.33817], [0.93706, -1.41510, -1.07775], [-0.29032, -1.04655, -0.59371], [-1.45334, -1.45606, -1.10681], [-1.43919, -2.22083, -2.26523], [-0.22501, -2.54913, -2.84336], [0.97853, -2.23411, -2.22804], [-2.75824, -0.90310, -0.53933], [-2.34125, 0.55882, 0.35794], [1.96328, -2.60876, -2.57292], [-2.38652, -2.45819, -2.76335], [-0.20270, -3.01513, -3.83782], [-3.51311, -0.70437, -1.30659], [-3.19932, -1.62676, 0.14478], [4.01061, 3.02938, -2.38233], [2.97014, -1.86557, -0.56542], [-0.21503, 3.09847, -0.16928], [3.19513, 2.56700, -2.65476], [2.88428, 3.12014, -3.41018], [0.21879, 1.86971, 1.62302], [0.26607, 3.40057, 0.64298], [1.26584, 3.37968, 0.51174], [-2.36782, 1.93564, -0.77798], [-3.34085, 1.85983, -1.26864], [-2.27444, 2.88950, -0.24661], [-1.58938, 1.83824, -1.53849], [-3.67082, 0.79465, 1.52243], [-3.39078, 1.52239, 2.30140], [-4.53225, 1.13511, 0.91798], [-3.88522, -0.17373, 2.00657], [1.94071, -2.25350, 2.43162], [2.98861, -2.60588, 2.42951], [1.64877, -1.92122, 3.44063], [1.28413, -3.08748, 2.14380], [3.13782, 0.17049, 1.90425], [2.80437, 0.57689, 2.86841], [4.01739, -0.51909, 1.92710], [3.20972, 0.92860, 1.11449], [-0.31706, 1.73039, 3.54035]]}

No. 4
{"formula": "C11H23BrNO2P2Rh", "method": "ωB97M-V/def2-TZVPD", "charge": 2, "homo_energy_ev": [-13.4, -16.2], "spin_multiplicity": 5, "symbols": ["Rh", "P", "C", "C", "N", "C", "C", "C", "C", "C", "P", "H", "H", "H", "H", "H", "H", "H", "H", "O", "H", "H", "O", "H", "C", "H", "H", "H", "C", "H", "H", "H", "C", "H", "H", "H", "C", "H", "H", "H", "Br"], "coordinates": [[0.20702, -0.38839, 0.29864], [-0.17921, -0.74419, -1.86250], [1.54089, -1.44626, -2.13607], [2.56796, -0.54842, -1.51928], [2.19312, 0.06355, -0.38479], [2.98002, 0.90625, 0.29731], [4.28363, 1.13761, -0.14867], [4.73129, 0.49397, -1.30932], [3.85837, -0.35092, -2.00861], [2.43403, 1.49894, 1.56878], [0.91398, 0.61048, 2.10202], [4.15526, -0.84612, -2.93744], [4.92183, 1.78613, 0.44679], [5.76384, 0.64667, -1.65655], [3.18468, 1.38759, 2.35873], [2.18724, 2.56529, 1.45141], [1.50077, -2.43828, -1.60513], [1.68923, -1.56884, -3.21502], [0.40994, -3.37278, 1.54923], [0.96321, -3.38025, 0.67803], [1.38202, -4.25457, 0.63912], [-1.04451, -2.03724, 2.38384], [-0.55809, -2.82595, 2.77683], [-1.02152, -3.09051, 3.58000], [1.54081, -0.70169, 3.18725], [2.21756, -0.26056, 3.92858], [0.67786, -1.20598, 3.63983], [2.05951, -1.45476, 2.57665], [-0.12090, 1.78669, 2.98415], [-1.06390, 1.28426, 3.22257], [0.38935, 2.13049, 3.89334], [-0.34821, 2.64226, 2.33811], [-0.42840, 0.61617, -3.02500], [-0.18768, 0.30544, -4.05080], [-1.48760, 0.89197, -2.94179], [0.17741, 1.48323, -2.73847], [-1.26515, -2.12166, -2.30554], [-2.27685, -1.79663, -2.03872], [-1.17983, -2.33356, -3.38137], [-1.00495, -2.99996, -1.70023], [-2.02989, -0.72804, 1.12747]]}

No. 5
{"formula": "C11H23CaN3OP2", "method": "ωB97M-V/def2-TZVPD", "charge": 1, "homo_energy_ev": [-10.8, -10.8], "spin_multiplicity": 2, "symbols": ["Ca", "P", "P", "N", "N", "H", "H", "H", "C", "H", "C", "H", "H", "C", "C", "H", "C", "H", "H", "H", "H", "H", "O", "C", "C", "C", "H", "H", "H", "H", "H", "H", "H", "C", "H", "C", "C", "N", "H", "H", "H"], "coordinates": [[0.36372, 0.01884, 0.97570], [0.75861, 2.91054, 0.49184], [2.08598, -2.37400, 1.05173], [-1.60782, 0.82363, -0.19214], [-0.88277, -1.77555, -0.02577], [-3.28085, 0.14728, -1.36043], [-2.95259, -2.23802, -0.16197], [-3.40215, -0.11604, 0.40769], [-2.71515, -0.12499, -0.45305], [-2.19881, -1.77742, -1.70670], [-2.21266, -1.55604, -0.61974], [-1.85888, 1.85189, -2.02534], [-1.04652, -3.79399, -0.52801], [-1.30417, 1.73709, -1.06243], [-0.39848, -2.98962, -0.11380], [-1.37887, 3.74288, -0.18788], [-0.66119, 3.07660, -0.69481], [-0.33260, 3.57487, -1.61350], [3.14778, -2.62794, 0.12952], [2.47609, -3.33862, 2.02685], [1.70896, 3.57585, -0.32383], [0.42808, 4.06770, 1.26332], [1.53449, 0.66573, -0.74293], [1.02008, 0.57127, -2.02395], [1.51443, 1.63610, -2.99070], [1.28800, -0.81665, -2.58870], [-0.16485, 0.85315, -1.87887], [1.14900, 2.61723, -2.70144], [2.61733, 1.65797, -2.98121], [1.17118, 1.42446, -4.01150], [0.94650, -1.61790, -1.91843], [0.84177, -0.97456, -3.58164], [2.37063, -0.95557, -2.68341], [0.89030, -3.43674, 0.25145], [1.09512, -4.48507, 0.05111], [-0.27307, -0.00657, 5.90092], [0.04343, 0.03813, 4.48662], [0.27972, 0.07019, 3.34745], [-1.20501, 0.54301, 6.09033], [0.54316, 0.45334, 6.47731], [-0.39792, -1.05248, 6.22040]]}

No. 6
{"formula": "C11H23CeN2O2P", "method": "ωB97M-V/def2-TZVPD", "charge": 3, "homo_energy_ev": [-17.4, -17.3], "spin_multiplicity": 2, "symbols": ["C", "C", "N", "C", "C", "C", "C", "C", "P", "H", "H", "H", "C", "C", "H", "H", "H", "C", "C", "H", "H", "H", "H", "H", "H", "H", "H", "H", "H", "H", "H", "Ce", "H", "O", "H", "H", "N", "O", "H", "H"], "coordinates": [[-0.57820, 2.45148, -1.81807], [-0.19666, 1.27460, -2.74706], [-0.11790, 0.04576, -2.15487], [0.21539, -1.09812, -2.87958], [0.36363, -0.96210, -4.29936], [0.22895, 0.29532, -4.89996], [-0.03323, 1.41345, -4.10911], [0.33351, -2.34701, -2.17449], [0.19757, -2.44522, -0.41501], [-0.14955, 2.42961, -4.54092], [0.54160, -1.86351, -4.87222], [0.31897, 0.38606, -5.98888], [1.52558, 2.71398, -0.50884], [-0.63905, 3.08641, 0.61197], [0.53592, -3.25875, -2.76846], [-1.67041, 2.44222, -1.65799], [-0.33189, 3.43657, -2.26033], [1.68348, -3.17165, 0.38705], [-1.19881, -3.48620, 0.12639], [1.59022, -3.13489, 1.48536], [1.81355, -4.21407, 0.06213], [2.56297, -2.57103, 0.11555], [-1.28542, -3.47394, 1.22410], [-2.14348, -3.10288, -0.28612], [-1.04216, -4.51692, -0.21854], [-0.69941, 4.16859, 0.41285], [-1.65847, 2.67708, 0.69698], [-0.14314, 2.93159, 1.58529], [1.67054, 3.78824, -0.72124], [1.97513, 2.46375, 0.46616], [2.03852, 2.10319, -1.26345], [0.04149, 0.17030, 0.27846], [1.90201, -0.04361, 0.10156], [-2.55611, 0.11048, -0.38233], [-2.87115, -0.62416, 0.19031], [-2.49095, -0.31568, -1.26447], [0.08377, 2.36086, -0.46607], [-0.00064, 0.07824, 2.79060], [0.92002, 0.45935, 2.79350], [0.21132, -0.89580, 2.79400]]}

Looking at max |F| for the records above, in order, we have 0.0707 0.2717 0.0625 0.0809 0.0549 0.1155 Eh/bohr.
Looking at electronic energy for the records above, in order, we have -53442.479 -15850.513 -47718.649 -108976.628 -55307.241 -41039.415 eV.